1.
Here is one molecule with the formula C4H7NO from the Open Molecules 2025 dataset. Energies are from ωB97M-V with the def2-TZVPD basis set.

Element x y z (Å)
H: -2.025 -2.482 -0.447
H: -1.382 -0.207 1.085
H: 0.366 3.143 -0.641
C: 1.089 -0.052 -0.029
H: 0.546 2.227 0.980
O: -2.240 -1.807 0.211
H: 2.050 -0.460 -0.360
N: 0.844 1.169 -0.791
C: -0.001 -1.066 -0.275
H: 0.170 -1.842 -1.020
C: 0.580 2.207 -0.121
H: 1.174 0.159 1.051
C: -1.170 -0.988 0.357

Atoms 1-2, force components in eV/Å:
-0.085 0.069 0.080
0.068 -0.107 -0.070

Computed properties:
molecular weight	85.11	Da
structure (SMILES)	C=NC/C=C/O
orbital gap	9.919	eV
total charge	0
relative energy (zero: lowest compared OMol25 entry of this formula, charge and spin)	213.4	kJ/mol
total energy	-286.55036	a.u.


2.
Here is C14H10BrF9OPr as an isolated structure from the Open Molecules 2025 dataset. Energies are from ωB97M-V with the def2-TZVPD basis set.

Element x y z (Å)
F: -0.042 3.560 3.019
C: 0.992 -2.000 -5.469
Br: -0.543 -0.269 -2.694
C: 1.768 -0.108 1.627
C: -1.384 1.468 2.945
H: 0.597 -4.822 -3.666
F: 0.558 1.170 4.474
H: 0.824 1.743 2.462
H: -1.740 -3.602 -4.320
C: -2.820 1.005 2.780
C: 1.250 1.238 1.623
H: -1.153 -1.379 -5.759
H: 2.373 0.975 -1.533
F: -3.562 1.431 3.786
C: 1.564 -3.120 -4.786
F: -1.478 1.199 5.261
F: -2.067 3.510 3.838
F: -3.337 1.456 1.592
C: -0.739 -3.257 -4.584
C: 2.092 0.846 -0.490
C: 2.308 -0.353 0.303
Pr: -0.284 -0.303 0.082
H: 2.629 -3.347 -4.705
H: 1.544 -1.221 -6.000
F: -1.727 3.476 1.664
H: 1.018 2.804 -0.001
C: -0.431 -2.084 -5.347
O: -0.958 0.889 1.758
F: -0.732 -0.535 4.127
C: 0.492 -3.898 -4.238
C: 1.407 1.815 0.319
H: 2.689 -1.311 -0.061
C: -1.286 3.025 2.861
H: 1.610 -0.862 2.430
C: -0.732 0.821 4.212
F: -2.880 -0.369 2.703

Atoms 1-2, force components in eV/Å:
-0.991 -0.636 0.120
-0.508 -0.698 0.364

Computed properties:
molecular weight	586.03	Da
orbital gap (alpha / beta)	3.764 / 3.799	eV
<S²>	2.005
total charge	-1
spin multiplicity	3
total energy	-4604.58627	a.u.


3.
Here is one molecule with the formula C5H7N from the Open Molecules 2025 dataset. Energies are from ωB97M-V with the def2-TZVPD basis set.

Element x y z (Å)
H: -1.506 0.720 -1.263
C: -0.140 0.479 0.630
C: -0.100 -0.645 -0.420
H: 0.573 1.699 3.161
H: -0.039 0.922 -2.138
H: 0.909 -2.628 -0.965
H: 0.603 -1.757 0.702
N: 1.009 1.691 2.332
C: 0.627 -1.766 -0.266
C: -0.565 0.084 -1.669
H: -1.119 1.029 0.696
C: 0.596 0.852 1.549
H: -0.848 -0.680 -2.350

Atoms 1-2, force components in eV/Å:
1.462 -1.794 -1.384
-4.561 -4.072 -4.186

Computed properties:
molecular weight	81.12	Da
structure (SMILES)	C=C(C)C=C=N
orbital gap	9.249	eV
total charge	0
relative energy (zero: lowest compared OMol25 entry of this formula, charge and spin)	448.5	kJ/mol
total energy	-249.30243	a.u.


4.
Here is one molecule with the formula C4H7NO from the Open Molecules 2025 dataset. Energies are from ωB97M-V with the def2-TZVPD basis set.

Element x y z (Å)
C: 1.482 0.672 0.477
H: 1.942 -0.291 0.718
H: 1.566 1.326 1.347
H: -0.350 -0.074 -2.080
C: -1.682 -0.776 0.576
O: -1.472 -1.119 -0.718
H: -2.624 -1.115 0.996
C: 0.010 0.509 0.111
H: 0.562 -1.247 -1.126
C: -0.228 -0.481 -1.070
H: -0.414 1.505 -0.071
N: -0.857 -0.031 1.179
H: 2.066 1.122 -0.340

Atoms 1-2, force components in eV/Å:
-0.044 -0.033 0.096
-0.121 0.081 0.018

Computed properties:
molecular weight	85.11	Da
structure (SMILES)	C[C@H]1COC=N1
orbital gap	10.578	eV
total charge	0
relative energy (zero: lowest compared OMol25 entry of this formula, charge and spin)	111.3	kJ/mol
total energy	-286.58924	a.u.


5.
Here is one molecule with the formula C16H19BrN2O5 from the Open Molecules 2025 dataset. Energies are from ωB97M-V with the def2-TZVPD basis set.

Element x y z (Å)
H: 1.671 -3.472 -1.907
O: 1.769 0.544 -1.947
C: 4.337 -0.550 1.941
C: 5.006 0.044 0.693
H: -0.230 -2.049 -0.452
C: 1.419 -1.801 0.966
H: 3.023 3.831 -0.924
C: -4.393 1.593 1.216
H: -2.913 3.166 1.730
H: 5.064 -0.579 2.754
C: 1.121 1.285 -1.236
C: 3.830 -1.977 1.720
C: 2.961 2.745 -1.014
H: 1.668 -1.704 -1.922
C: 3.058 -2.527 -0.545
H: 3.193 2.426 -2.036
H: 4.663 -2.605 1.390
O: 4.588 2.793 0.757
C: 3.966 2.115 -0.032
O: -2.992 0.484 -0.135
H: 5.778 0.754 0.998
O: 1.617 2.402 -0.695
H: 1.230 -0.720 0.915
H: -0.728 0.184 -1.354
C: -0.278 1.042 -0.878
H: -0.504 2.666 0.444
H: -5.281 1.849 1.755
C: -0.969 1.807 -0.017
H: 3.556 0.281 -0.845
O: 4.156 -2.800 -0.978
H: 1.130 -2.153 1.961
C: -3.160 2.270 1.198
C: 0.693 -2.545 -0.161
N: 4.082 0.782 -0.141
H: 3.518 0.102 2.251
N: 2.810 -2.089 0.712
C: -4.221 0.519 0.387
H: 3.436 -2.377 2.662
Br: -5.390 -0.847 -0.095
H: 0.452 -3.559 0.162
C: 1.732 -2.585 -1.280
C: -2.325 1.563 0.358
H: 5.455 -0.751 0.094

Atoms 1-2, force components in eV/Å:
0.089 -0.004 0.002
-0.087 0.113 0.029

Computed properties:
molecular weight	399.24	Da
structure (SMILES)	O=C(COC(=O)/C=C/c1ccc(Br)o1)NCCCN1CCCC1=O
orbital gap	8.161	eV
total charge	0
relative energy (zero: lowest compared OMol25 entry of this formula, charge and spin)	12.8	kJ/mol
total energy	-3680.84820	a.u.


6.
Here is one molecule with the formula C15H16N2O3S from the Open Molecules 2025 dataset. Energies are from ωB97M-V with the def2-TZVPD basis set.

Element x y z (Å)
H: -1.719 3.245 0.823
S: 5.601 0.730 1.039
C: -3.710 1.148 -0.841
H: -3.617 1.329 -1.918
C: -2.698 -0.997 -0.403
C: 6.417 0.403 -0.473
C: -1.533 1.171 0.165
H: -4.642 0.612 -0.660
H: 1.409 -1.630 -1.747
C: -3.563 2.440 -0.050
O: -0.263 -1.485 -0.093
H: -1.948 -1.182 2.253
C: 4.173 0.024 0.344
H: -1.205 -2.779 2.145
C: 3.445 -0.995 -1.737
H: -4.062 3.280 -0.528
H: -1.357 0.932 1.217
C: 2.200 -1.167 -1.178
H: -1.686 3.031 -0.931
C: -2.046 2.606 0.006
H: 2.698 0.165 1.910
H: 7.448 0.676 -0.590
O: 0.353 -0.577 1.892
H: -2.917 -2.573 1.740
C: 2.923 -0.149 0.903
C: -1.934 -2.111 1.691
C: 1.934 -0.748 0.133
C: 0.595 -0.925 0.762
H: -3.968 2.313 0.954
C: 4.451 -0.396 -0.981
C: -1.602 -1.884 0.219
N: 5.730 -0.157 -1.388
H: -0.597 1.025 -0.384
H: -1.700 -2.845 -0.306
N: -2.591 0.338 -0.380
H: 3.663 -1.314 -2.743
O: -3.680 -1.551 -0.866

Atoms 1-2, force components in eV/Å:
0.076 0.026 -0.022
-0.083 -0.161 -0.340

Computed properties:
molecular weight	304.37	Da
structure (SMILES)	C[C@H](OC(=O)c1ccc2ncsc2c1)C(=O)N1CCCC1
orbital gap	9.172	eV
total charge	0
relative energy (zero: lowest compared OMol25 entry of this formula, charge and spin)	60.4	kJ/mol
total energy	-1314.65415	a.u.


7.
Here is C19H24NPbS as an isolated structure from the Open Molecules 2025 dataset. Energies are from ωB97M-V with the def2-TZVPD basis set.

Element x y z (Å)
H: -1.519 -1.443 5.017
H: 2.432 -1.836 -0.217
C: -1.248 -1.919 0.806
C: -0.570 -2.365 -0.361
H: 0.343 -0.229 -5.895
H: 2.261 2.413 -1.354
Pb: -0.387 0.736 -1.379
C: 2.367 0.151 -1.293
H: -0.030 -1.305 -4.543
H: -2.267 0.785 -5.320
C: 2.232 1.490 -0.775
C: 0.264 -0.194 5.364
C: 2.329 -0.750 -0.172
C: -2.390 -1.101 -1.025
C: -2.371 -1.154 0.404
C: 2.148 1.399 0.654
H: 1.433 -0.225 -4.503
H: -0.958 -2.156 1.835
H: -3.159 -0.623 -1.645
H: 2.577 -0.124 -2.328
H: -2.455 1.407 -3.698
H: 0.109 2.559 -5.259
H: 0.932 2.508 3.344
C: 0.499 1.597 3.751
H: -1.077 -2.146 -2.550
C: 2.186 0.025 1.018
H: 0.652 -0.760 6.215
H: 2.084 2.234 1.342
H: 1.178 2.165 -3.940
H: -0.450 2.869 -3.636
C: -0.451 0.788 -4.138
H: -3.111 -0.695 1.061
C: -0.893 -0.601 4.716
C: -1.918 0.650 -4.284
C: 0.950 0.953 4.902
H: -2.262 -0.357 -4.004
H: 0.316 -3.020 -0.381
H: -2.107 -0.270 3.095
C: -0.636 1.140 3.064
C: 0.120 2.154 -4.238
H: 2.130 -0.371 2.031
H: 1.814 1.366 5.444
C: -1.277 -1.873 -1.508
S: -1.307 1.930 1.739
C: 0.352 -0.281 -4.778
N: -1.281 0.034 3.572

Atoms 1-2, force components in eV/Å:
0.341 0.267 -0.001
-0.036 0.521 -0.012

Computed properties:
molecular weight	505.67	Da
orbital gap (alpha / beta)	5.702 / 4.612	eV
total charge	+1
relative energy (zero: lowest compared OMol25 entry of this formula, charge and spin)	0.0	kJ/mol
total energy	-1383.78644	a.u.


8.
Here is C24H40BF5O12Si2 as an isolated structure from the Open Molecules 2025 dataset. Energies are from ωB97M-V with the def2-TZVPD basis set.

Element x y z (Å)
C: -3.773 5.066 -2.967
H: -4.497 -3.382 6.668
H: -4.535 3.264 -2.001
H: -3.045 -4.092 4.912
H: -4.320 4.647 -0.895
C: -2.752 -2.419 -1.098
O: -5.863 3.175 0.379
C: 5.595 -2.136 -3.848
H: -1.052 -1.889 5.592
C: -2.379 5.634 -2.742
F: -3.206 -2.619 -2.316
O: 2.136 0.574 -2.092
Si: -1.700 -0.469 0.803
H: 8.348 0.212 3.071
C: -2.498 3.724 -1.491
C: 6.500 -1.230 -4.658
C: 5.004 -2.438 -6.040
F: -3.754 -2.668 -0.285
O: 4.200 -0.127 1.462
H: 3.154 -2.651 0.526
C: -5.594 1.783 0.648
H: 5.031 -0.290 -5.921
H: 5.609 -3.234 -6.478
H: -1.506 -2.538 3.991
H: 3.145 -1.749 -2.383
O: 5.623 -2.314 -2.667
H: -7.767 1.588 -1.197
H: -1.881 5.900 -3.672
H: 6.469 0.874 4.499
C: -3.926 4.133 -1.770
H: -8.838 2.064 0.151
C: -6.963 1.134 0.782
H: -4.545 5.830 -3.035
Si: 1.084 0.141 0.576
H: 7.626 -1.371 2.785
C: 7.405 -0.311 2.920
C: -1.866 -2.291 4.987
C: 5.170 -0.106 2.160
H: -3.793 4.486 -3.891
C: -2.559 -3.469 5.665
O: -7.536 4.365 -0.521
C: -2.292 -0.959 -0.980
C: 2.590 -1.857 -1.454
O: -2.145 2.803 -0.813
H: 6.624 -0.269 -4.166
H: 3.983 -3.350 -0.857
C: -3.611 -2.771 6.514
F: -1.343 -0.772 -1.925
H: 2.045 0.366 1.653
H: 6.386 -0.938 -6.843
H: -5.018 1.376 -0.185
H: -6.956 0.070 0.555
C: 3.604 -2.430 -0.436
H: 6.836 -0.322 0.810
C: 5.746 -1.112 -5.980
H: 0.443 1.459 0.328
H: -2.387 6.506 -2.085
H: 4.066 -2.368 -6.586
H: -5.002 1.702 1.557
O: -3.971 -1.591 5.776
H: 4.410 -1.719 -0.347
O: -1.640 4.582 -2.095
H: 6.581 -0.857 4.868
O: -0.141 -0.939 1.074
H: 1.803 -2.585 -1.663
F: -1.793 -3.254 -0.840
C: -7.806 1.971 -0.176
C: 6.592 0.198 1.733
O: 5.125 -0.328 3.497
H: -2.544 -1.255 1.724
O: -2.992 -0.273 4.244
H: -7.334 1.258 1.801
C: -7.107 3.316 -0.135
H: 1.405 0.426 -2.712
H: -1.891 -4.104 6.245
H: 6.694 1.275 1.597
H: -3.222 -2.464 7.488
H: 7.467 -1.719 -4.780
B: 2.005 -0.427 -1.107
H: -1.978 0.941 1.096
F: -3.366 -0.219 -1.319
C: -2.974 -1.259 4.916
O: 4.728 -2.778 -4.671
C: 6.428 -0.131 4.072

Atoms 1-2, force components in eV/Å:
-0.130 -0.007 0.009
-0.101 0.156 -0.023

Computed properties:
molecular weight	682.55	Da
orbital gap	9.075	eV
total charge	0
total energy	-2944.69526	a.u.